Record 1
Here is a cluster of 15 separate species, C15H60O15 in total at a distorted geometry from the Open Molecules 2025 dataset. Energies are from wB97M-V/def2-TZVPD.

Computed properties:
Energy ... -47233.5573 eV
Strongest force on any atom ... 0.05082 Eh/bohr

Geometry as XYZ:
```
90
C15H60O15, DFT wB97M-V/def2-TZVPD
C -0.33912 -4.25268 -0.04033
O 0.62906 -4.81087 -0.88612
H -0.61499 -3.21638 -0.23550
H -1.26706 -4.76408 -0.29624
H -0.12490 -4.44603 1.01078
H 1.41571 -5.01299 -0.37433
C 5.75956 1.07086 0.86249
O 5.04443 -0.01579 1.32992
H 5.07221 1.91080 0.76166
H 6.50969 1.31680 1.61408
H 6.14579 0.91185 -0.14432
H 4.41855 -0.26599 0.64635
C -5.07106 -0.06500 -0.11600
O -3.85204 -0.52483 0.51888
H -4.85261 0.68704 -0.87417
H -5.57895 -0.92385 -0.55477
H -5.69773 0.25540 0.71630
H -3.52488 0.10132 1.16888
C -0.16987 -1.97000 -3.55671
O -0.23769 -0.87207 -4.44311
H -0.38757 -1.63224 -2.54348
H -0.86368 -2.73462 -3.90612
H 0.82018 -2.42500 -3.58631
H 0.20366 -1.08178 -5.26944
C -2.21030 1.47704 3.54032
O -3.30924 1.29424 2.67843
H -2.17606 2.43080 4.06689
H -2.33758 0.68008 4.27294
H -1.23099 1.35788 3.07681
H -3.84690 2.08007 2.80093
C 2.54320 -2.16502 3.26825
O 1.72713 -3.31620 3.61291
H 2.48691 -1.56775 4.17830
H 3.53846 -2.49188 2.96706
H 2.03025 -1.57210 2.51099
H 0.85260 -3.02354 3.87962
C 2.70015 1.02414 -2.93014
O 3.94316 0.90931 -2.38108
H 2.63658 1.92736 -3.53699
H 2.40128 0.08579 -3.39736
H 1.88722 1.18953 -2.22313
H 4.22937 1.79899 -2.16161
C -2.53388 3.59573 0.29907
O -2.41614 4.38994 -0.86878
H -2.79184 2.55087 0.12640
H -1.57422 3.62139 0.81529
H -3.29602 4.00354 0.96311
H -1.54231 4.16554 -1.19692
C 2.66779 2.48586 2.93003
O 1.29611 2.14135 2.92417
H 3.28372 1.61510 3.15478
H 2.98000 2.83118 1.94444
H 2.76077 3.30093 3.64775
H 1.11802 1.61175 2.14352
C -0.23432 0.42124 -0.05877
O 0.78759 0.36389 0.87770
H -0.53051 -0.59360 -0.32420
H -1.09594 0.89732 0.40926
H 0.01782 0.98023 -0.95992
H 1.57744 -0.02770 0.49769
C 0.84675 4.08372 -0.93867
O 0.04874 3.99360 -2.05911
H 1.15556 3.10244 -0.57838
H 1.72091 4.69713 -1.15698
H 0.38257 4.52256 -0.05546
H 0.46781 3.59666 -2.82619
C -3.34551 -2.49313 -2.44433
O -3.71665 -3.79069 -2.04712
H -2.50299 -2.09050 -1.88206
H -3.09814 -2.51272 -3.50571
H -4.19190 -1.82114 -2.30238
H -3.83387 -3.81912 -1.09472
C -1.38401 -1.81105 2.88291
O -1.23601 -2.89135 3.77954
H -2.32833 -1.30959 3.09487
H -0.59587 -1.08750 3.09122
H -1.34313 -2.08124 1.82772
H -1.56754 -2.63045 4.64188
C 3.13649 -2.14632 -0.44243
O 2.94122 -0.73224 -0.24909
H 2.85030 -2.67874 0.46461
H 2.71746 -2.64409 -1.31692
H 4.20702 -2.33734 -0.51725
H 3.20403 -0.26102 -1.04311
C -2.64879 1.27743 -2.81828
O -1.89780 1.57226 -3.97951
H -3.51630 0.73221 -3.19013
H -1.96254 0.75839 -2.14914
H -3.03237 2.21244 -2.40998
H -1.25313 0.87618 -4.12600
```

Record 2
Here is the molecule C16H19N3O4S from the Open Molecules 2025 dataset. Energies are from wB97M-V/def2-TZVPD.

Computed properties:
Energy ... -40395.4693 eV
SMILES string ... CC1=C(C(=O)O)N2C(=O)[C@@H](NC(=O)[C@H](N)C3=CCC=CC3)[C@@H]2SC1
Strongest force on any atom ... 0.01431 Eh/bohr

Geometry as XYZ:
```
43
C16H19N3O4S, DFT wB97M-V/def2-TZVPD
C 5.88665 0.03873 1.26995
C 4.42559 0.25667 1.04928
C 3.82498 0.15789 -0.15285
C 4.52902 -0.20207 -1.41505
O 5.67828 0.05288 -1.67308
O 3.73245 -0.88303 -2.23153
N 2.45780 0.37843 -0.28657
C 1.64856 0.89021 -1.26363
O 1.77234 1.06943 -2.43807
C 0.53127 1.17648 -0.23074
N -0.73427 0.55065 -0.45141
C -0.84882 -0.78072 -0.70551
O 0.10084 -1.53416 -0.69124
C -2.25320 -1.19725 -1.15022
N -2.40841 -0.84818 -2.56044
C -3.35743 -0.59995 -0.30278
C -3.21979 -0.45008 1.00787
C -4.28750 0.08082 1.91150
C -5.59258 0.26712 1.20439
C -5.74089 0.11051 -0.09827
C -4.62704 -0.25829 -1.02555
C 1.50692 0.53720 0.78167
S 2.18931 1.61639 2.07690
C 3.66367 0.56328 2.30535
H 6.36261 0.98971 1.50874
H 6.36830 -0.36399 0.38632
H 6.04116 -0.63349 2.11343
H 4.17446 -1.06651 -3.07484
H 0.39535 2.24571 -0.06518
H -1.57580 1.10213 -0.38374
H -2.31052 -2.29135 -1.08543
H -1.76230 -1.39153 -3.12195
H -2.19135 0.13226 -2.71201
H -2.29428 -0.73253 1.49434
H -4.42169 -0.60547 2.75578
H -3.96288 1.03600 2.34575
H -6.43234 0.53832 1.82904
H -6.70653 0.25255 -0.56359
H -4.91945 -1.11065 -1.64641
H -4.44697 0.56725 -1.72357
H 1.18189 -0.40657 1.22148
H 4.29661 1.10499 3.00716
H 3.32599 -0.35981 2.78469
```

Record 3
Here is a structure of composition C4H7OSn at a distorted geometry from the Open Molecules 2025 dataset. Energies are from wB97M-V/def2-TZVPD.

Computed properties:
Multiplicity ... 2
Total charge ... +2
Energy ... -12117.3093 eV
Strongest force on any atom ... 0.10489 Eh/bohr

Geometry as XYZ:
```
13
C4H7OSn, DFT wB97M-V/def2-TZVPD
C 0.41526 1.41322 -0.00822
C -0.26369 0.07742 0.20128
C -0.41446 -0.82974 -0.94990
O -1.07126 -1.95152 -0.85585
Sn -2.25460 -2.79073 0.22532
H 0.98208 1.50713 -0.94030
H -1.16000 0.11329 0.82867
H -0.17519 2.28026 0.29296
H 0.80328 -0.93339 -0.87848
C 1.04427 0.59833 1.06745
H 1.93659 0.01367 0.83992
H 0.85554 0.84420 2.11175
H -0.69782 -0.34214 -1.93460
```

Record 4
Here is a structure of composition C5H8N at a distorted geometry from the Open Molecules 2025 dataset. Energies are from wB97M-V/def2-TZVPD.

Computed properties:
Total charge ... +1
Energy ... -6790.6301 eV
Strongest force on any atom ... 0.09581 Eh/bohr

Geometry as XYZ:
```
14
C5H8N, DFT wB97M-V/def2-TZVPD
C -2.04153 -0.62396 0.18470
C -0.83951 -1.09453 -0.04329
C -1.43678 0.76199 0.02369
C 2.15235 -0.73436 -0.01800
C -0.07709 0.13270 -0.41973
N 1.25466 0.30928 0.36596
H -3.04477 -1.00951 0.38239
H -2.18734 1.23646 -0.76933
H -1.52633 1.51524 0.93254
H 2.65667 -0.62506 -0.87983
H 1.81965 -1.66016 0.21939
H 0.36342 0.23403 -1.43697
H 1.21594 0.26195 1.37699
H 1.69067 1.29592 0.08147
```

Record 5
Here is a cluster of 2 separate species, C10H13O2 in total at a distorted geometry from the Open Molecules 2025 dataset. Energies are from wB97M-V/def2-TZVPD.

Computed properties:
Multiplicity ... 2
Total charge ... -2
Energy ... -14671.9998 eV
Strongest force on any atom ... 0.11127 Eh/bohr

Geometry as XYZ:
```
25
C10H13O2, DFT wB97M-V/def2-TZVPD
C 0.50551 -1.02305 1.98872
C -0.13529 -2.33380 2.44706
C 2.01155 -0.96840 1.87286
O 2.49602 0.08657 1.47446
O 2.60277 -2.00450 2.02325
H 0.02485 -0.61015 1.08747
H 0.25045 -0.29295 2.91739
H -1.22562 -2.11235 2.35664
H -0.00318 -2.44256 3.48194
H -0.12776 -3.30116 2.02881
C 0.32044 2.94484 -1.25302
C -2.23060 -0.52960 -1.67017
C -2.76386 0.76325 -1.64302
C -0.76863 -0.68979 -1.60701
C -1.95046 1.96098 -1.61222
C 0.05922 0.41297 -1.60041
C -0.53231 1.69882 -1.60484
H -2.85651 -1.40145 -1.81540
H -3.83781 0.87481 -1.92043
H -0.35663 -1.69135 -1.47169
H -2.23732 2.92009 -1.61388
H 1.07068 0.27614 -1.54789
H 1.22598 2.89113 -1.86373
H 0.38599 2.94389 -0.17913
H -0.19696 3.87198 -1.34944
```

Record 6
Here is a structure of composition C24H36FN3NiO3Si at a distorted geometry from the Open Molecules 2025 dataset. Energies are from wB97M-V/def2-TZVPD.

Computed properties:
Multiplicity ... 3
Energy ... -87723.0457 eV
Strongest force on any atom ... 0.04993 Eh/bohr

Geometry as XYZ:
```
69
C24H36FN3NiO3Si, DFT wB97M-V/def2-TZVPD
Ni 0.44927 0.31101 0.31623
C -1.45467 -3.43580 0.78977
N -1.03934 -2.81346 2.02831
C -0.67212 -3.76913 3.05284
C -0.90435 -1.45440 2.10942
O -1.32303 -0.69432 1.25002
C -0.32260 -0.86060 3.38667
O 0.14768 0.48017 3.33624
C -0.77221 1.49027 3.48015
C -0.79219 2.39961 2.22961
O -0.30980 2.05782 1.17029
N -1.40583 3.58751 2.41763
C -1.65465 4.13099 3.74903
C -1.62649 4.47461 1.25121
H -0.64432 -4.05632 0.41966
H -2.28082 -4.07334 1.03067
H -1.77793 -2.69348 0.05387
H -1.53705 -4.32356 3.31961
H -0.00648 -4.53381 2.66272
H -0.32486 -3.33630 3.95854
H -1.03213 -0.96895 4.25349
H 0.57771 -1.45385 3.57664
H -1.82219 1.17133 3.57670
H -0.56147 2.02522 4.40840
H -2.48836 3.66231 4.30139
H -0.76646 4.11851 4.36423
H -1.93916 5.21620 3.61395
H -1.34249 3.93611 0.36596
H -2.70276 4.68662 1.19759
H -1.04562 5.39793 1.42742
F 3.69471 -4.66601 -2.24308
C 3.31376 -3.61478 -1.42055
C 3.40094 -2.32204 -1.88319
C 3.04002 -1.30434 -1.04129
C 2.67432 -1.53835 0.29488
C 2.15918 -0.43241 1.13497
C 2.62298 -2.88775 0.71814
C 2.96603 -3.93533 -0.12116
H 3.65678 -2.08022 -2.90968
H 2.94129 -0.29991 -1.38473
H 2.91273 0.37961 1.10874
H 2.06148 -0.77150 2.16490
H 2.26722 -3.11369 1.75525
H 2.88160 -4.97811 0.21080
C -1.40232 3.26724 -2.45452
Si 0.20456 2.27610 -2.28824
C 1.06081 1.90568 -3.92309
C 1.33649 3.35579 -1.24685
N -0.05193 0.72462 -1.53896
C -0.54081 -0.32840 -2.31537
C -1.50447 -0.12010 -3.32244
C -2.12233 -1.13887 -4.02808
C -1.71623 -2.44188 -3.76471
C -0.79288 -2.72716 -2.79828
C -0.26076 -1.67896 -2.02324
H -1.15293 4.35919 -2.29545
H -2.12806 2.95582 -1.69592
H -1.86094 3.14111 -3.42002
H 0.55848 1.09985 -4.48300
H 1.99693 1.50866 -3.58659
H 1.23114 2.77001 -4.55434
H 1.62301 3.07289 -0.23891
H 0.86860 4.36741 -1.09904
H 2.27455 3.57598 -1.77933
H -1.85735 0.88408 -3.52553
H -2.87937 -0.97455 -4.78498
H -2.16980 -3.29668 -4.34246
H -0.47046 -3.74283 -2.64072
H 0.53774 -1.92906 -1.33211
```